(1)
{"formula": "C6H12N2", "method": "the ωB97M-V functional and the def2-TZVPD basis", "symbols": ["C", "C", "C", "N", "H", "H", "H", "H", "H", "C", "C", "C", "N", "H", "H", "H", "H", "H", "H", "H"], "coordinates": [[1.080, -2.319, -0.246], [1.493, -1.479, -1.190], [2.434, -1.895, 1.545], [1.265, -2.098, 1.129], [0.659, -3.283, -0.509], [1.846, -0.498, -0.903], [1.417, -1.732, -2.235], [2.605, -1.693, 2.601], [3.311, -1.919, 0.887], [-0.339, 2.498, 0.292], [-1.766, 1.959, 0.242], [-2.430, 0.080, -0.957], [-1.978, 1.253, -1.014], [-0.256, 3.323, 0.997], [0.366, 1.725, 0.593], [-0.068, 2.845, -0.702], [-2.457, 2.805, 0.262], [-1.982, 1.330, 1.112], [-2.727, -0.417, -0.025], [-2.472, -0.487, -1.882]], "mulliken_charge": [0.046, -0.638, -0.340, -0.460, 0.337, 0.210, 0.255, 0.258, 0.334, -1.089, -0.225, -0.315, -0.406, 0.348, 0.206, 0.318, 0.278, 0.339, 0.257, 0.286], "e_tot_ev": -9394.3853, "e_homo_ev": -9.258, "lumo_energy_ev": 1.05, "relative_energy_ev": 2.4645, "smiles": "C=CN=C.C=NCC", "orbital_gap_ev": 10.308, "fmax_ev_per_a": 0.911}

(2)
{"formula": "C4H14NOS", "method": "the ωB97M-V functional and the def2-TZVPD basis", "symbols": ["C", "C", "C", "S", "C", "N", "H", "H", "H", "H", "H", "H", "H", "H", "H", "H", "H", "H", "H", "H", "O"], "coordinates": [[1.437, 0.020, -0.302], [0.792, -0.393, -1.621], [-0.721, -0.443, -1.738], [-1.658, 0.480, -0.570], [-1.778, -0.471, 0.984], [1.587, 1.519, 0.090], [0.895, -0.665, 0.511], [2.421, -0.520, -0.223], [1.046, -1.465, -1.827], [1.236, 0.075, -2.438], [-1.085, -1.547, -1.680], [-1.145, -0.019, -2.699], [-0.830, -0.888, 1.557], [-2.514, -1.192, 0.857], [-2.006, 0.305, 1.743], [2.259, 1.930, -0.506], [0.682, 2.094, -0.066], [1.832, 1.599, 1.139], [1.038, -0.503, 3.315], [2.203, -1.426, 3.089], [1.375, -1.046, 2.723]], "mulliken_charge": [-0.461, -0.616, -0.598, -0.073, -0.722, -0.273, -0.016, 0.410, 0.273, 0.497, 0.356, 0.271, 0.202, 0.347, 0.286, 0.371, 0.383, 0.360, 0.286, 0.295, -0.577], "e_tot_ev": -18739.8543, "e_homo_ev": -12.270, "lumo_energy_ev": -3.51, "relative_energy_ev": 2.3337, "orbital_gap_ev": 8.760, "fmax_ev_per_a": 6.813, "total_charge": 1}

(3)
{"formula": "C23H21NO6", "method": "the ωB97M-V functional and the def2-TZVPD basis", "symbols": ["O", "C", "C", "C", "C", "C", "C", "C", "H", "H", "H", "H", "H", "C", "H", "O", "C", "O", "C", "C", "C", "C", "C", "C", "H", "H", "N", "C", "O", "C", "C", "C", "C", "C", "H", "H", "C", "C", "O", "O", "H", "H", "H", "H", "H", "H", "H", "H", "H", "H", "H"], "coordinates": [[0.084, -7.198, -0.202], [0.542, -6.081, -0.149], [1.143, -5.401, -1.317], [0.609, -5.669, -2.577], [1.119, -5.044, -3.699], [2.179, -4.159, -3.576], [2.733, -3.910, -2.330], [2.220, -4.524, -1.202], [2.683, -4.342, -0.244], [3.570, -3.235, -2.236], [2.579, -3.670, -4.451], [0.694, -5.248, -4.670], [-0.214, -6.363, -2.654], [0.501, -5.287, 1.152], [-0.280, -5.704, 1.795], [0.216, -3.917, 0.919], [1.089, -3.009, 1.390], [2.084, -3.306, 2.009], [0.696, -1.628, 1.055], [-0.377, -1.343, 0.213], [-0.710, -0.038, -0.082], [0.029, 1.011, 0.465], [1.109, 0.726, 1.305], [1.439, -0.578, 1.594], [2.271, -0.810, 2.242], [1.683, 1.539, 1.728], [-0.250, 2.351, 0.214], [-1.273, 2.896, -0.502], [-2.135, 2.260, -1.066], [-1.279, 4.425, -0.527], [0.103, 5.081, -0.479], [0.664, 5.171, 0.909], [-0.051, 4.977, 2.008], [-1.507, 4.630, 1.997], [-1.640, 3.574, 2.252], [-2.013, 5.218, 2.766], [-2.147, 4.930, 0.642], [-2.399, 6.422, 0.508], [-2.276, 7.230, 1.387], [-2.816, 6.757, -0.719], [-3.005, 7.708, -0.763], [-3.129, 4.448, 0.573], [0.408, 5.064, 2.982], [1.709, 5.443, 0.974], [0.026, 6.097, -0.881], [0.796, 4.542, -1.132], [-1.783, 4.697, -1.459], [0.372, 3.006, 0.676], [-1.541, 0.182, -0.731], [-0.948, -2.154, -0.211], [1.469, -5.374, 1.667]], "mulliken_charge": [-0.575, 0.230, 0.677, -0.638, -0.487, -0.410, -0.646, -0.199, 0.439, 0.417, 0.391, 0.391, 0.421, -0.590, 0.369, -0.289, 0.691, -0.675, 0.212, -0.550, -0.788, 1.132, -0.538, -1.065, 0.459, 0.366, 0.171, -0.146, -0.692, 0.261, -1.183, -0.490, -0.321, -1.091, 0.401, 0.540, 0.150, 0.112, -0.571, -0.442, 0.372, 0.558, 0.451, 0.420, 0.386, 0.501, 0.667, -0.219, 0.551, 0.483, 0.385], "e_tot_ev": -37968.3131, "e_homo_ev": -8.891, "lumo_energy_ev": 0.24, "relative_energy_ev": 0.3781, "smiles": "O=C(COC(=O)c1ccc(NC(=O)[C@@H]2CC=CC[C@H]2C(=O)O)cc1)c1ccccc1", "orbital_gap_ev": 9.132, "fmax_ev_per_a": 0.684}